Entry 1:
DFT (ωB97M-V/def2-TZVPD) results for an isolated ion of composition C5H8N and charge +1.

Computed properties:
HOMO energy ... -13.49 eV
Total charge ... +1
Spin multiplicity ... 1
SMILES string ... C=C=C/C=C/[NH3+]
ΔE to the lowest compared entry with this formula, charge and spin ... 4.5439 eV

Structure (XYZ):
```
14
Properties=species:S:1:pos:R:3:forces:R:3:nbo_charge:R:1
C -2.9365 1.3852 0.1728 3.37 -0.23 3.24 -0.39
C -1.6269 1.4788 0.2966 -2.76 0.43 -1.18 0.13
C -0.3536 1.6028 0.3325 4.79 -3.67 -0.58 -0.30
C 0.5208 0.2465 0.0030 -0.71 -3.04 -0.55 -0.08
C 1.7611 -0.4310 -0.0637 -4.78 3.46 0.39 -0.15
N 1.7433 -1.8470 -0.3769 -2.79 -2.46 -0.70 -0.69
H -3.5717 1.5269 -0.5935 -1.38 0.63 -3.11 0.24
H -3.4516 1.2159 1.0859 -0.42 -0.45 0.87 0.24
H 0.3867 2.3127 0.5895 -0.46 1.58 0.30 0.26
H -0.2430 -0.5532 -0.2759 0.45 1.11 0.36 0.17
H 2.6703 0.0340 0.0935 1.92 0.34 0.27 0.24
H 2.5977 -2.3179 -0.5876 1.42 0.47 -1.37 0.45
H 0.9582 -2.1742 -1.0841 2.05 1.15 1.24 0.46
H 1.5453 -2.4794 0.4078 -0.69 0.68 0.80 0.44
```
Positions in Å, forces in eV/Å.

Entry 2:
DFT (ωB97M-V/def2-TZVPD) results for C28H47InN6O4Se as an isolated structure.

Computed properties:
HOMO energy (spin up / spin down) ... -13.12 / -13.37 eV
Total charge ... +2
Spin multiplicity ... 1
ΔE to the lowest compared entry with this formula, charge and spin ... 3.2079 eV

Structure (XYZ):
```
87
Properties=species:S:1:pos:R:3:forces:R:3:mulliken_charge:R:1
In 0.6448 -0.1127 0.0308 -0.55 0.60 0.65 1.78
C 1.7902 -3.1538 -1.1228 -0.23 0.05 0.04 -1.67
C 0.3099 -3.0110 -1.4410 0.09 -0.39 -0.29 0.13
C -0.0166 -2.4195 -2.8558 -0.11 0.00 0.20 -2.26
C 0.4012 -1.0545 -3.4689 0.25 -0.13 -0.39 2.28
C 0.0832 -1.1360 -4.9684 0.00 -0.01 0.01 -1.74
C 1.8827 -0.7278 -3.3147 -0.14 0.04 0.13 -1.88
N -0.5136 0.0544 -2.9398 -0.12 -0.22 -0.17 1.00
C -0.0555 1.4721 -2.8226 0.11 0.41 0.13 -0.40
C -0.8057 2.2409 -1.7063 -0.26 0.20 -0.16 -1.53
N -0.0585 2.2611 -0.4174 0.33 -1.12 0.22 0.86
C 1.1696 3.0617 -0.5549 0.70 0.02 0.10 -0.93
C 2.3469 2.0867 -0.3372 0.09 0.22 -0.26 0.32
O 2.7652 1.5247 -1.3685 0.16 0.15 0.07 -0.56
O 2.6420 1.7901 0.8501 -0.06 0.01 -0.06 -0.50
C -0.8184 2.6614 0.8331 -0.32 0.23 0.00 0.00
C -1.7859 3.8070 0.5269 0.17 0.01 -0.03 -2.02
C -1.5602 1.5460 1.5965 0.04 -0.07 0.15 -1.63
C -0.8315 0.7660 2.7246 -0.22 0.37 0.36 1.77
C -1.8757 0.3828 3.7814 0.10 -0.16 -0.13 -2.06
C 0.2660 1.5798 3.4116 0.05 -0.14 -0.11 -1.92
N -0.1444 -0.4708 2.1912 0.56 0.23 -0.74 -0.31
C -0.9256 -1.6967 1.9969 -0.04 -0.41 -0.10 -0.93
C -0.2051 -2.7016 1.0579 -0.22 -0.23 0.32 -0.75
N -0.4666 -2.3722 -0.3499 0.65 0.44 0.05 0.34
C -1.8913 -2.3937 -0.6591 -0.36 0.71 -0.29 -1.63
C -2.2680 -0.9999 -1.2031 -1.06 -1.53 0.64 0.72
O -3.0776 -0.8678 -2.0981 0.24 0.23 0.23 -0.64
O -1.5681 -0.0441 -0.6600 -0.35 -0.53 0.05 -0.58
H 2.3126 -3.5409 -1.9959 0.03 0.01 -0.01 0.48
H 1.9427 -3.8693 -0.3150 0.03 0.02 0.01 0.44
H 2.2616 -2.2095 -0.8435 0.01 -0.09 -0.15 0.20
H -0.0644 -4.0393 -1.5525 -0.08 0.02 0.09 0.41
H -1.0971 -2.4915 -3.0009 0.03 -0.11 -0.11 0.59
H 0.4109 -3.1553 -3.5403 -0.02 -0.01 -0.01 0.68
H 0.7773 -1.8066 -5.4722 0.01 -0.02 0.03 0.46
H 0.1829 -0.1525 -5.4328 0.02 -0.01 0.01 0.41
H -0.9291 -1.5068 -5.1454 -0.01 0.02 0.02 0.49
H 2.4558 -1.6257 -3.5398 -0.03 -0.05 -0.02 0.42
H 2.1655 -0.3868 -2.3183 0.05 -0.03 -0.03 0.32
H 2.1866 0.0357 -4.0321 0.00 0.07 0.09 0.53
H -1.3581 0.0291 -3.5166 0.03 0.07 -0.02 0.91
H -0.9243 -0.1903 -1.9915 0.99 0.72 -0.87 -2.04
H -0.2141 1.9734 -3.7756 -0.04 -0.08 -0.02 0.52
H 1.0137 1.4769 -2.6158 0.02 -0.01 -0.07 0.06
H -1.7869 1.8011 -1.5360 0.13 0.30 -0.11 0.52
H -0.9480 3.2663 -2.0523 0.07 0.03 0.03 0.64
H 1.2255 3.8711 0.1698 -0.20 0.03 -0.02 0.58
H 1.2729 3.4658 -1.5593 -0.14 0.08 0.03 0.35
H -0.0476 3.0450 1.4981 0.06 0.00 -0.12 0.79
H -2.6750 3.4533 0.0044 -0.01 0.01 -0.03 0.42
H -1.3073 4.5835 -0.0725 -0.03 0.00 0.00 0.37
H -2.1073 4.2706 1.4582 -0.02 -0.02 0.02 0.56
H -1.9900 0.8314 0.8994 -0.18 0.29 0.28 -0.05
H -2.4104 2.0336 2.0738 0.04 0.05 0.06 0.83
H -2.2098 1.2821 4.2968 -0.01 0.01 -0.02 0.54
H -1.4515 -0.2879 4.5309 0.00 0.00 0.01 0.39
H -2.7525 -0.0920 3.3395 -0.02 -0.01 0.01 0.39
H -0.1263 2.5382 3.7505 0.00 0.01 -0.03 0.39
H 1.1198 1.7552 2.7531 0.00 0.05 0.02 0.29
H 0.6223 1.0472 4.2965 -0.01 0.00 0.01 0.52
H 0.6290 -0.6782 2.8191 0.08 0.05 -0.07 0.48
H -1.8735 -1.3956 1.5610 -0.07 -0.06 0.14 0.38
H -1.1349 -2.2004 2.9417 0.01 0.10 0.04 0.58
H -0.5528 -3.7097 1.3121 0.06 -0.02 -0.08 0.51
H 0.8728 -2.6615 1.2451 -0.05 -0.10 0.05 0.28
H -2.4997 -2.5722 0.2265 0.04 -0.12 -0.03 0.68
H -2.1545 -3.1600 -1.3878 0.05 0.00 0.06 0.59
C 5.7513 0.3318 -1.7269 -0.09 -0.16 -0.33 -0.76
N 6.1053 0.2371 -0.3211 -0.18 0.15 0.19 0.46
C 5.2672 -0.0023 0.6967 0.27 0.26 0.08 -0.22
Se 3.5365 -0.6806 0.6030 -0.51 -0.63 0.06 -0.16
N 5.9794 -0.0129 1.8372 -0.05 0.12 -0.02 0.15
C 7.3132 0.2111 1.5637 0.18 0.03 -0.38 0.49
C 8.4444 0.2489 2.3717 -0.01 0.01 0.10 -0.86
C 9.6507 0.4443 1.7351 -0.04 0.02 0.05 -0.51
C 9.7342 0.5984 0.3413 -0.02 0.01 -0.04 -0.66
C 8.6143 0.5701 -0.4613 -0.01 0.04 -0.09 -0.77
C 7.3927 0.3731 0.1761 0.15 -0.08 0.38 0.97
H 4.7279 0.6795 -1.8262 -0.04 0.05 0.10 0.16
H 5.8536 -0.6414 -2.2084 0.07 -0.01 0.06 0.33
H 6.4214 1.0378 -2.2108 0.00 0.03 0.06 0.36
H 5.5799 -0.1706 2.7485 -0.10 -0.02 -0.04 0.25
H 8.3813 0.1271 3.4444 0.01 0.00 -0.01 0.42
H 10.5580 0.4807 2.3216 0.00 -0.01 0.00 0.42
H 10.7055 0.7373 -0.1125 -0.01 0.02 0.00 0.42
H 8.6881 0.6858 -1.5335 0.01 -0.01 0.00 0.39
```
Positions in Å, forces in eV/Å.

Entry 3:
DFT (ωB97M-V/def2-TZVPD) results for an isolated ion of composition C5H8N3O5S and charge +1.

Computed properties:
HOMO energy ... -14.46 eV
Total charge ... +1
Spin multiplicity ... 1
SMILES string ... [H]/N=C1\C(=[NH2+])[C@@](C)(O)C(=O)N1S(=O)(=O)O

Structure (XYZ):
```
22
Properties=species:S:1:pos:R:3:forces:R:3:nbo_charge:R:1
H -0.0082 2.9671 -0.1582 -0.22 -0.12 -0.01 0.38
N 0.6726 2.2176 -0.1766 -0.02 0.42 0.09 -0.62
C 0.2613 1.0383 -0.3113 -0.17 0.62 -0.12 0.37
C -1.1185 0.4826 -0.5173 -0.23 -0.29 -0.32 0.42
N -2.0894 1.0263 -1.1667 0.53 -0.17 0.33 -0.59
C -1.0921 -0.9227 -0.0768 0.54 -0.51 0.34 0.09
C -1.2206 -1.0670 1.4570 -0.30 0.28 -0.03 -0.62
O -2.0128 -1.6756 -0.7761 -0.04 0.16 -0.19 -0.69
C 0.4602 -1.2543 -0.3220 -1.42 -0.41 -0.32 0.69
O 0.8853 -2.3519 -0.4080 0.11 -0.31 0.06 -0.45
N 1.1082 -0.0490 -0.3247 1.34 0.42 0.08 -0.68
S 2.8158 0.1267 0.2299 -1.21 0.13 0.42 2.52
O 2.6165 0.4066 1.6022 0.22 0.28 0.06 -0.88
O 3.4924 -1.0060 -0.2338 0.23 0.04 -0.44 -0.82
O 3.1905 1.3794 -0.5876 0.76 -0.69 -0.37 -0.86
H -2.9407 0.4890 -1.3309 0.09 -0.01 0.05 0.46
H -2.0188 1.9498 -1.5860 0.02 -0.07 0.08 0.44
H -1.0111 -2.0993 1.7317 0.07 -0.04 -0.12 0.26
H -2.2411 -0.8229 1.7496 0.00 0.03 0.03 0.24
H -0.5260 -0.4208 1.9887 0.07 0.04 0.09 0.24
H -1.9766 -2.6029 -0.5036 0.04 0.03 0.00 0.52
H 2.7532 2.1890 -0.2795 -0.41 0.15 0.31 0.55
```
Positions in Å, forces in eV/Å.

Calculated strongest force on any atom in order - 6.1; 2.0; 1.5 eV/A